Entry 1:
One molecule with the formula C16H11Br2NO4S in a non-equilibrium geometry, computed with wB97M-V/def2-TZVPD.

Last column: natural (NBO) charge in e.
CARTESIAN COORDINATES (ANGSTROEM)
C 4.929 -0.103 0.038  -0.64
C 4.015 1.054 0.695  -0.26
Br 2.793 0.197 2.006  0.02
C 3.239 1.889 -0.484  -0.29
Br 3.434 3.830 -0.045  0.02
C 1.703 1.402 -0.504  0.00
C 0.611 2.236 0.225  -0.22
C -0.863 1.723 0.234  0.16
N -1.925 2.464 0.955  -0.49
C -2.458 3.236 0.031  0.28
S -3.561 4.250 -0.697  0.11
C -1.165 0.401 -0.506  -0.14
C -0.085 -0.451 -1.273  -0.08
C 1.368 0.068 -1.272  -0.20
C -0.555 -1.825 -1.980  0.54
O -0.103 -2.212 -3.081  -0.50
C -1.695 -2.628 -1.163  -0.25
C -2.674 -1.848 -0.471  -0.03
C -3.848 -2.489 0.425  -0.54
C -3.413 -2.232 1.967  0.78
O -2.354 -2.798 2.360  -0.56
O -4.131 -1.390 2.860  -0.71
C -2.648 -0.232 -0.511  0.53
O -3.689 0.471 -0.570  -0.51
H 4.316 -0.883 -0.544  0.22
H 5.582 0.428 -0.752  0.21
H 5.606 -0.634 0.784  0.24
H 4.738 1.735 1.277  0.25
H 3.784 1.676 -1.469  0.25
H 0.810 3.206 0.795  0.26
H 2.186 -0.517 -1.805  0.25
H -1.712 -3.778 -1.127  0.26
H -4.799 -1.892 0.151  0.26
H -3.980 -3.609 0.272  0.26
H -3.456 -0.744 3.182  0.51

**E**: -177362.6768 eV
**Maximum force**: 0.121 Eh/bohr
**Orbital gap**: 7.900 eV
**Multiplicity**: 1

Entry 2:
C27H26Br4IrN4O3S2 as an isolated structure in a non-equilibrium geometry, computed with wB97M-V/def2-TZVPD.

Last column: natural (NBO) charge in e.
CARTESIAN COORDINATES (ANGSTROEM)
Ir -3.719 -19.101 2.777  0.92
C -6.902 -18.387 -0.067  -0.42
N -5.907 -19.432 0.168  -0.47
C -6.603 -20.495 0.841  -0.22
C -5.771 -21.636 1.384  -0.22
N -5.218 -21.424 2.709  -0.48
C -4.259 -22.538 2.911  -0.42
C -6.161 -21.280 3.783  0.12
C -6.810 -22.416 4.306  -0.47
C -7.759 -22.286 5.308  -0.05
C -8.088 -21.053 5.816  -0.39
C -7.406 -19.893 5.404  -0.30
C -6.415 -19.974 4.384  -0.13
S -5.443 -18.530 4.121  0.09
C -4.904 -19.607 -0.803  0.17
C -5.295 -19.397 -2.152  -0.20
C -4.409 -19.529 -3.195  -0.21
C -3.095 -19.933 -2.957  -0.23
C -2.656 -20.082 -1.635  -0.20
C -3.479 -19.857 -0.526  -0.21
S -2.556 -19.826 1.031  0.15
H -7.824 -18.807 -0.503  0.18
H -6.524 -17.498 -0.614  0.21
H -7.160 -18.049 0.963  0.21
H -7.379 -20.911 0.172  0.17
H -7.180 -20.037 1.663  0.22
H -4.901 -21.821 0.738  0.20
H -6.395 -22.531 1.353  0.19
H -4.757 -23.521 2.779  0.18
H -3.797 -22.484 3.913  0.24
H -3.486 -22.422 2.128  0.20
H -6.625 -23.387 3.918  0.20
H -8.204 -23.168 5.746  0.20
H -8.850 -20.997 6.582  0.20
H -7.564 -18.938 5.902  0.21
H -6.372 -19.180 -2.324  0.21
H -4.765 -19.311 -4.199  0.22
H -2.448 -20.151 -3.809  0.22
H -1.599 -20.312 -1.464  0.23
Br 1.629 -17.637 6.744  0.13
C 0.113 -18.433 5.998  -0.15
C -0.184 -19.834 6.258  -0.12
Br 1.033 -20.804 7.355  0.11
C -1.195 -20.489 5.594  -0.16
Br -1.590 -22.312 5.911  0.13
C -1.991 -19.743 4.730  0.30
O -2.912 -20.380 4.021  -0.58
C -1.739 -18.350 4.484  0.26
O -2.407 -17.770 3.524  -0.63
C -0.692 -17.688 5.188  -0.15
Br -0.462 -15.844 4.812  0.10
N -4.197 -17.569 1.733  -0.42
C -4.360 -16.411 1.756  0.59
N -4.395 -15.113 1.654  -0.44
C -3.168 -14.367 1.922  -0.23
C -3.143 -13.053 1.159  -0.08
O -4.400 -12.346 1.200  -0.52
C -5.399 -13.174 0.508  -0.09
C -5.654 -14.483 1.289  -0.23
H -2.331 -15.001 1.709  0.24
H -3.153 -14.109 2.979  0.21
H -2.863 -13.176 0.091  0.17
H -2.430 -12.383 1.664  0.21
H -5.040 -13.411 -0.533  0.18
H -6.335 -12.589 0.444  0.21
H -6.262 -15.205 0.727  0.22
H -6.264 -14.218 2.187  0.21

**E**: -345195.0421 eV
**Maximum force**: 0.074 Eh/bohr
**⟨S²⟩**: 8.7972
**Orbital gap (spin up / spin down)**: 3.319 / 4.978 eV
**Relative energy (zero: lowest compared OMol25 entry of this formula, charge and spin)**: 0.000 eV
**Multiplicity**: 6

Entry 3:
A 2-piece molecular cluster, C3H4Cl2N2 overall in a non-equilibrium geometry, computed with wB97M-V/def2-TZVPD.

Last column: natural (NBO) charge in e.
CARTESIAN COORDINATES (ANGSTROEM)
C 2.352 -0.717 0.109  0.03
C -1.620 -0.438 0.889  -0.47
C -1.761 0.721 0.376  0.42
N 2.162 -0.777 -1.207  -0.78
N -1.801 1.806 -0.154  -0.62
Cl -2.828 -1.678 1.184  0.01
Cl 1.629 0.665 0.800  -0.05
H -0.572 -0.635 1.175  0.26
H 1.700 -0.105 -1.800  0.40
H 2.687 -1.573 -1.512  0.42
H -1.947 2.730 0.139  0.40

**E**: -31197.2400 eV
**Maximum force**: 0.060 Eh/bohr
**Orbital gap**: 9.325 eV
**Relative energy (zero: lowest compared OMol25 entry of this formula, charge and spin)**: 2.858 eV
**Multiplicity**: 1

Entry 4:
C2H4N4 as an isolated structure, computed with wB97M-V/def2-TZVPD.

Last column: natural (NBO) charge in e.
CARTESIAN COORDINATES (ANGSTROEM)
N -0.368 -1.909 0.516  -0.64
C -0.049 -0.600 0.065  0.44
N -0.725 -0.229 1.086  -0.13
N -0.115 1.774 0.216  -0.68
C 0.531 1.266 -0.775  0.27
N 0.622 -0.102 -0.930  -0.60
H 0.312 -2.432 1.047  0.41
H -1.132 -2.415 0.089  0.41
H -0.113 2.792 0.231  0.36
H 1.038 1.854 -1.545  0.17

**E**: -8095.7555 eV
**Maximum force**: 0.008 Eh/bohr
**Orbital gap**: 9.461 eV
**Relative energy (zero: lowest compared OMol25 entry of this formula, charge and spin)**: 3.559 eV
**Multiplicity**: 1